21
Properties=species:S:1:pos:R:3 method="wB97M-V/def2-TZVPD" charge=+2 homo_lumo_gap_ha=0.32359 spin_multiplicity=1 e_above_lowest_ev=0.0000 e_tot_ha=-657.788260 fmax_ev_per_a=5.669
O -2.3528 -4.6000 -3.1124
C -1.8677 -3.5632 -3.0579
Sr -0.3457 -0.3322 -2.5617
C -2.2240 0.9219 -4.0287
C 1.6352 -0.8689 -4.3038
O -3.0142 1.5239 -4.6120
O 2.5274 -1.0472 -5.0143
C 0.7707 1.0911 3.7828
C 0.5046 0.6938 2.3634
C -0.8107 0.5185 1.9494
C -1.0543 0.1643 0.6321
N -0.0259 -0.0140 -0.2359
C 1.2635 0.1503 0.1644
C 1.5538 0.5038 1.4746
H 0.3004 2.0483 4.0449
H 0.3823 0.3596 4.5038
H 1.8391 1.1966 3.9820
H -1.6599 0.6582 2.6256
H -2.0534 -0.0068 0.2208
H 2.0327 -0.0318 -0.5939
H 2.5990 0.6337 1.7767

=====

38
Properties=species:S:1:pos:R:3 method="wB97M-V/def2-TZVPD" smiles="COc1ccc(NC(=O)NCc2ccccn2)cc1OC" homo_lumo_gap_ha=0.30164 spin_multiplicity=1 e_above_lowest_ev=3.0123 e_tot_ha=-971.782271 fmax_ev_per_a=0.506
C 6.0230 -0.0559 0.9779
O 5.2333 -1.1242 0.5090
C 3.9312 -0.9335 0.1382
C 3.2390 -2.1126 -0.1197
C 1.9166 -2.1161 -0.5112
C 1.2399 -0.9107 -0.6457
N -0.1034 -0.9385 -1.0402
C -1.0078 0.0943 -1.0685
O -0.7772 1.2326 -0.7159
N -2.2216 -0.2821 -1.5800
C -3.3692 0.5984 -1.5046
C -4.2639 0.2285 -0.3482
C -3.8204 0.3649 0.9646
C -4.6607 -0.0290 1.9910
C -5.9103 -0.5405 1.6726
C -6.2562 -0.6344 0.3340
N -5.4554 -0.2668 -0.6516
C 1.9166 0.2776 -0.4025
C 3.2515 0.2886 -0.0201
O 3.9390 1.4548 0.2002
C 3.2700 2.6781 0.0108
H 6.2248 0.6761 0.1933
H 5.5584 0.4475 1.8287
H 6.9594 -0.5151 1.2958
H 3.7796 -3.0381 -0.0027
H 1.4141 -3.0522 -0.7059
H -0.4354 -1.8539 -1.3067
H -2.4237 -1.2586 -1.7245
H -2.9739 1.6089 -1.3724
H -3.9385 0.5371 -2.4349
H -2.8412 0.7737 1.1613
H -4.3495 0.0625 3.0217
H -6.5966 -0.8578 2.4422
H -7.2179 -1.0261 0.0286
H 1.3725 1.1978 -0.5159
H 4.0090 3.4471 0.2332
H 2.4190 2.7846 0.6898
H 2.9258 2.7930 -1.0215

=====

36
Properties=species:S:1:pos:R:3 method="wB97M-V/def2-TZVPD" charge=+3 homo_lumo_gap_ha=0.24885 spin_multiplicity=1 e_above_lowest_ev=0.4239 e_tot_ha=-6022.439627 fmax_ev_per_a=1.068
Rh 0.2264 0.1994 0.7648
O 0.1411 5.5839 -1.8064
C 0.2449 4.3613 -1.3732
C 0.8328 3.2983 -2.0912
C 0.8864 2.0457 -1.5391
N 0.3811 1.8305 -0.3056
C -0.1740 2.8457 0.3717
Br -0.7605 2.1342 2.0485
C -0.2813 4.1164 -0.0780
H 0.5014 5.7406 -2.6949
H 1.2428 3.4547 -3.0809
H 1.3220 1.2024 -2.0580
H -0.7365 4.9133 0.4966
C 3.0063 -4.5496 -0.3630
C 1.7741 -3.6975 -0.3965
C 0.5631 -4.1657 -0.9162
C -0.5820 -3.3641 -0.9665
C -0.4325 -2.1039 -0.4748
Br -1.7798 -0.7231 -0.3835
N 0.7016 -1.6181 0.0459
C 1.8035 -2.3900 0.0776
H 2.7562 -5.6017 -0.4774
H 3.5528 -4.4223 0.5705
H 3.6744 -4.2736 -1.1816
H 0.5053 -5.1797 -1.2952
H -1.5211 -3.7228 -1.3670
H 2.6994 -1.9458 0.4905
C 2.5418 1.3335 3.8319
C 2.4798 0.1147 2.9551
O 2.0994 0.4530 1.5388
H 2.9495 1.0384 4.8002
H 1.5623 1.7740 4.0082
H 3.2165 2.0876 3.4213
H 1.7281 -0.6075 3.2735
H 3.4425 -0.3858 2.8697
H 2.6292 1.2029 1.2274

=====

Q: Which HOMO energy values were calculated for the entries above? A: -16.87, -7.53, -19.63, in eV.